Entry from the Open Molecules 2025 dataset: a single C3H3N3S molecule (ωB97M-V with the def2-TZVPD basis set).

The geometry in XYZ format:
```
10
Properties=species:S:1:pos:R:3:lowdin_charge:R:1
C 1.04 0.63 -0.02 -0.387
C -0.02 -0.11 -0.42 -0.508
C -1.14 -1.54 -1.54 -0.148
H 0.17 1.12 2.20 -0.086
H 1.99 0.55 -0.73 0.129
H -1.59 -2.18 -2.35 0.112
N -0.13 -0.67 -1.71 0.094
N -1.80 -1.32 -0.27 0.017
N -1.05 -0.53 0.38 0.017
S 1.31 1.52 1.50 0.760
```

- HOMO-LUMO gap: 8.1 eV
- HOMO energy: -9.5 eV
- SMILES: S/C=C1/N=CN=N1
- Net charge: 0
- F_max: 3.13 eV Å⁻¹